Below is the molecule CH2OS at a distorted geometry, with properties calculated with the ωB97M-V functional and the def2-TZVPD basis.

Each atom is followed by the atoms it is bonded to, with distances in Å.
Geometry (Å):
1 O 1.559 -0.363 0.047  C2 1.199
2 C 0.723 0.492 -0.046  O1 1.199, S3 1.831, H4 1.092
3 S -0.992 -0.148 -0.028  C2 1.831, H5 1.306
4 H 0.895 1.571 -0.066  C2 1.092
5 H -1.835 0.745 0.416  S3 1.306

SMILES string	O=CS
E	-512.70257	Eh
HOMO	-10.068	eV

Which charges does natural (NBO) predict for the atoms? In e, they are:
1. O -0.50
2. C 0.30
3. S -0.08
4. H 0.15
5. H 0.13

Below is the molecule CH2OS2 at a distorted geometry, with properties calculated with the ωB97M-V functional and the def2-TZVPD basis.

Each atom is followed by the atoms it is bonded to, with distances in Å.
Geometry (Å):
1 C -0.691 -0.211 -0.098  S3 1.783, S4 1.895, H5 1.083, H6 1.187
2 O 1.580 1.208 0.568  S4 1.439
3 S 0.474 -1.549 0.087  C1 1.783, S4 2.115
4 S 1.058 0.398 -0.501  C1 1.895, O2 1.439, S3 2.115
5 H -1.398 -0.252 -0.917  C1 1.083
6 H -1.022 0.405 0.861  C1 1.187

E	-910.86556	Eh
HOMO	-9.867	eV

natural (NBO) atomic charge list, values in e, 5 entries:
1. C -0.73
2. O -0.91
3. S 0.01
4. S 1.15
5. H 0.23

Below is the molecule CH2S at a distorted geometry, with properties calculated with the ωB97M-V functional and the def2-TZVPD basis.

Each atom is followed by the atoms it is bonded to, with distances in Å.
Geometry (Å):
1 C 0.990 -0.016 -0.086  S2 1.567, H3 1.054, H4 1.163
2 S -0.574 0.005 0.009  C1 1.567
3 H 1.555 -0.862 0.190  C1 1.054
4 H 1.687 0.878 0.176  C1 1.163

SMILES string	C=S
E	-437.42940	Eh
HOMO	-8.894	eV

Which charges does natural (NBO) predict for the atoms? In e, they are:
1. C -0.51
2. S 0.14
3. H 0.18
4. H 0.19

- Which of these has the lowest HOMO?
  CH2OS